Molecular formula: C34H38N6O2Pd
Method: DFT, the ωB97M-V functional and the def2-TZVPD basis

The geometry in XYZ format:
```
81
Properties=species:S:1:pos:R:3:forces:R:3:lowdin_spin:R:1
Pd -0.3685 -0.8571 0.1462 0.041 -0.282 -0.139 1.42
C -4.0297 -2.1507 -1.9690 0.007 -0.024 0.021 0.00
C -2.7879 -1.2918 -2.2321 -0.016 0.039 0.028 0.01
C -2.8846 0.0185 -1.4447 -0.028 -0.062 -0.043 0.01
N -1.6170 0.5538 -0.9584 0.074 0.051 0.063 0.09
C -1.1971 1.6796 -1.4139 -0.073 -0.021 0.008 0.01
C -1.7283 2.2376 -2.6643 -0.014 0.031 -0.032 0.00
C -2.0928 3.5009 -2.9407 0.002 -0.043 -0.013 0.00
C -2.0071 4.6285 -2.0628 0.025 0.028 0.041 0.00
C -1.1775 4.7189 -1.0045 -0.038 0.033 -0.016 0.00
C -0.2045 3.7554 -0.5770 0.006 -0.048 -0.006 0.01
C -0.1077 2.4194 -0.7724 0.052 0.011 0.038 0.01
N 1.3882 0.3474 -0.5580 -0.014 0.210 0.127 0.17
C 2.7323 -0.1447 -0.1043 0.010 -0.076 0.044 0.02
C 2.7527 -1.0998 1.0795 0.003 -0.006 -0.009 0.00
C 2.3031 -2.5131 0.7606 0.048 0.042 0.005 0.02
N 0.8538 -2.6185 0.6598 -0.083 -0.001 -0.064 0.24
C 0.2917 -3.7819 0.5241 0.042 0.115 0.094 0.03
C 1.0941 -4.9524 0.2837 0.057 -0.135 -0.008 0.17
C 0.8028 -6.2905 0.2806 0.004 0.054 0.000 -0.02
C -0.3965 -6.9299 0.6007 -0.018 0.024 0.003 0.24
C -1.6110 -6.3141 0.9196 0.004 -0.007 0.003 -0.02
C -1.9541 -4.9901 0.8934 -0.066 -0.088 0.000 0.17
C -1.2078 -3.7917 0.5933 -0.013 0.098 0.013 0.02
N -1.7928 -2.6395 0.4611 0.028 0.017 0.128 0.24
C -3.2560 -2.5571 0.5080 -0.008 -0.013 -0.010 0.02
C -3.9132 -3.1067 -0.7744 0.010 0.015 -0.032 0.01
H -4.2691 -2.7543 -2.8448 0.018 0.018 -0.014 0.00
H -4.8852 -1.4841 -1.8262 -0.015 -0.019 0.003 0.00
H -2.6907 -1.0713 -3.2964 0.003 -0.009 -0.002 0.00
H -1.8815 -1.8375 -1.9527 0.011 -0.001 -0.017 0.00
H -3.4829 -0.1409 -0.5496 -0.009 0.017 -0.003 0.00
H -3.4317 0.7645 -2.0236 0.020 -0.009 -0.019 0.00
H -1.8759 1.4910 -3.4379 0.003 0.011 -0.007 0.00
H -2.5285 3.6830 -3.9164 0.004 -0.009 -0.003 0.00
H -2.5994 5.4968 -2.3221 0.002 0.005 0.007 0.00
H -1.1515 5.6585 -0.4664 -0.013 0.003 -0.006 0.00
H 0.5653 4.1953 0.0496 0.013 -0.011 -0.004 0.00
H 3.3511 0.7185 0.1374 0.006 -0.001 -0.035 0.01
H 3.1888 -0.6283 -0.9677 -0.012 -0.008 -0.002 0.00
H 2.1996 -0.7061 1.9333 -0.002 0.005 -0.008 0.00
H 3.7981 -1.1542 1.3923 -0.005 -0.007 0.012 0.00
H 2.6497 -3.1892 1.5471 0.020 0.009 -0.012 0.01
H 2.7820 -2.8279 -0.1744 -0.036 -0.017 -0.004 0.01
H 2.1234 -4.7314 0.0438 0.001 0.001 -0.002 0.01
H 1.6315 -6.9420 0.0312 0.001 0.000 0.001 0.00
H -0.3839 -8.0119 0.6097 -0.002 -0.001 0.001 0.01
H -2.4147 -6.9867 1.1945 0.001 -0.002 -0.001 -0.01
H -2.9885 -4.8132 1.1445 0.003 0.007 -0.011 0.01
H -3.5210 -1.5194 0.6833 0.002 0.005 -0.008 0.00
H -3.6323 -3.0971 1.3789 -0.005 0.001 -0.007 0.00
H -4.9119 -3.4691 -0.5241 0.002 0.013 0.031 0.00
H -3.3419 -3.9859 -1.0830 -0.015 -0.008 -0.011 0.00
O 1.8796 4.3959 4.1425 -0.005 -0.002 -0.017 0.00
C 1.0863 3.3940 4.7333 -0.013 -0.004 0.024 0.00
C 0.6994 2.3949 3.6813 0.006 -0.012 -0.036 0.00
C -0.0978 1.3015 3.9973 -0.003 0.020 0.026 0.01
C -0.4306 0.4129 2.9984 0.004 0.009 -0.021 0.01
N -0.0174 0.5677 1.7387 0.038 0.002 0.016 0.12
C 0.7547 1.6141 1.4124 -0.022 -0.001 0.000 0.01
C 1.1275 2.5430 2.3669 0.004 0.006 -0.015 0.01
C 1.1118 1.7483 -0.0812 0.008 0.006 0.008 0.03
C 2.3090 2.6286 -0.3316 0.043 -0.044 -0.085 0.31
C 2.8519 2.7919 -1.5769 -0.001 0.062 0.178 0.01
C 3.9435 3.8321 -1.7355 0.000 0.000 -0.019 -0.01
O 4.6754 3.8820 -0.5273 -0.009 0.012 0.004 0.00
C 2.4435 2.0955 -2.7188 -0.054 0.026 -0.058 0.30
C 1.6288 0.9253 -2.8291 0.195 0.068 0.130 0.03
N 1.2155 0.0804 -1.9425 -0.251 -0.053 -0.267 0.24
H 2.1463 5.0322 4.8130 0.004 0.005 0.008 0.00
H 0.1692 3.8070 5.1691 0.006 -0.001 0.006 0.00
H 1.6233 2.8685 5.5311 -0.001 0.000 -0.002 0.00
H -0.4576 1.1391 5.0047 -0.001 -0.002 0.000 0.00
H -1.0433 -0.4573 3.1965 0.001 -0.001 0.007 0.00
H 1.7408 3.3963 2.1254 -0.002 0.005 0.007 0.00
H 2.7631 3.1770 0.4802 0.010 -0.012 0.006 0.01
H 3.4781 4.8016 -1.9504 -0.001 -0.011 -0.044 0.00
H 4.5808 3.5695 -2.5835 0.020 -0.023 0.020 0.00
H 5.3695 4.5451 -0.6004 -0.008 0.006 0.000 0.00
H 2.8588 2.4213 -3.6661 -0.005 0.010 0.001 0.02
H 1.4058 0.6041 -3.8423 0.006 -0.023 0.002 0.00
```
Positions in Å, forces in eV/Å.

Values from the calculation:
<S²>: 6.1336
Net charge: +2
LUMO level (alpha / beta): -5.07 / -7.39 eV
Multiplicity: 5
Strongest force on any atom: 0.370 eV Å⁻¹
Gap between HOMO and LUMO (alpha / beta): 7.989 / 6.110 eV

=====

Molecular formula: C21H68O13
Method: DFT, the ωB97M-V functional and the def2-TZVPD basis

The geometry in XYZ format:
```
102
Properties=species:S:1:pos:R:3:forces:R:3:lowdin_charge:R:1
C 2.3739 3.5285 -2.6448 -1.201 0.607 -0.674 -0.07
C 2.7210 2.1062 -2.2489 1.289 -0.906 0.651 -0.43
C 4.1765 2.0958 -1.6662 -0.650 1.096 0.724 -0.05
O 1.7760 1.5891 -1.3002 -0.389 0.368 -0.023 -0.10
H 2.8227 3.8238 -3.5961 -0.011 -0.478 -0.167 0.08
H 2.6841 4.3616 -2.0134 0.173 -0.493 0.764 0.08
H 1.2798 3.6478 -2.7584 0.437 -0.178 -0.067 0.08
H 2.6808 1.4206 -3.1298 0.139 0.696 0.380 0.15
H 4.7836 2.7338 -2.2911 0.331 0.112 -0.374 0.06
H 4.6605 1.1502 -1.5854 0.041 -0.994 -0.192 0.05
H 4.2755 2.5501 -0.6388 -0.677 -0.281 -0.894 0.09
H 1.7552 0.6047 -1.2803 0.613 0.656 -0.140 0.07
C -3.8541 4.8648 -0.7153 -0.208 0.171 -1.499 -0.05
C -3.3345 5.4998 -2.0373 0.077 -2.111 1.016 -0.50
C -2.8413 6.8752 -1.9253 -0.708 0.886 1.140 -0.07
O -2.2103 4.6564 -2.4670 -1.809 -0.646 -1.756 -0.09
H -3.0888 4.7615 0.0308 0.525 -0.141 0.201 0.05
H -4.2298 3.8628 -1.0308 -0.039 0.703 0.751 0.09
H -4.6130 5.5318 -0.3079 -0.414 -0.385 0.055 0.07
H -4.2223 5.5195 -2.6946 0.614 -0.454 -0.375 0.14
H -3.6724 7.3899 -1.3718 1.176 0.142 -0.177 0.10
H -2.7992 7.3174 -2.8998 0.401 0.392 -0.523 0.07
H -1.8610 6.8817 -1.4236 -0.486 0.365 -0.013 0.09
H -2.5872 3.9908 -3.1131 0.823 1.053 1.160 0.11
C -1.7548 -2.8301 4.4246 0.013 -1.592 -1.018 -0.04
C -0.6055 -3.4721 3.5871 -0.732 -0.869 -0.177 -0.48
C -1.1171 -4.5380 2.5659 -0.698 0.155 0.365 -0.06
O 0.1682 -2.5377 2.8818 -0.629 0.504 -0.635 -0.05
H -2.0829 -3.6327 5.1075 -0.086 0.451 -0.086 0.08
H -2.6101 -2.5726 3.7844 0.245 0.084 0.120 0.08
H -1.4445 -1.9780 4.9938 0.349 0.457 0.241 0.06
H 0.0468 -3.9997 4.2837 0.077 -0.007 0.246 0.13
H -2.0068 -5.0873 2.9671 0.960 0.078 -0.210 0.08
H -0.3233 -5.2106 2.1855 -0.350 0.187 0.644 0.07
H -1.4867 -4.0436 1.6686 -0.097 0.373 0.019 0.06
H 1.0525 -2.6000 3.2222 0.574 0.136 0.459 0.02
C -0.5572 -2.5788 -2.8141 -1.449 0.371 0.884 -0.05
C -1.1152 -3.2839 -4.0173 -0.381 -0.559 -0.917 -0.49
C -0.5694 -2.8502 -5.3648 -0.047 1.071 -0.130 -0.05
O -0.8165 -4.6849 -3.8347 -0.404 -0.136 0.648 -0.08
H -0.7674 -1.4931 -2.8352 0.001 -0.512 0.210 0.10
H 0.5003 -2.7361 -2.8079 0.736 -0.029 0.209 0.05
H -1.0283 -3.0646 -1.8820 0.690 0.959 -1.141 0.11
H -2.1877 -3.1497 -4.1749 -0.295 -0.175 0.793 0.12
H -0.8331 -3.5160 -6.1994 -0.179 0.183 0.455 0.09
H 0.4974 -2.7718 -5.3309 0.896 -0.094 -0.032 0.07
H -0.9257 -1.8058 -5.5772 0.117 -0.980 0.071 0.10
H -1.0216 -4.8780 -2.8898 0.151 0.022 -1.071 0.10
C 0.9725 2.2247 4.1243 0.327 0.707 1.304 -0.14
O 1.0234 1.7392 2.7952 0.288 0.760 -0.564 -0.17
H 0.9576 3.3381 4.1910 -0.267 -0.707 -0.363 0.10
H 0.0631 1.8279 4.6084 0.367 0.224 -0.057 0.08
H 1.8451 1.9538 4.7891 -0.640 -0.239 -1.047 0.09
H 1.0269 2.4866 2.1187 -0.284 -0.664 0.723 0.08
C -4.6888 -2.4000 -1.8197 -1.423 1.721 0.831 -0.17
O -4.3516 -2.2766 -0.4441 0.648 -0.122 -0.530 -0.14
H -5.4952 -1.6431 -1.9943 0.081 -0.857 -0.264 0.08
H -3.9310 -2.0974 -2.5210 0.882 -0.212 -0.119 0.05
H -5.0303 -3.3969 -2.0019 -0.258 -0.543 -0.311 0.07
H -3.6055 -1.6502 -0.4264 -0.082 -0.165 0.434 0.01
C 3.7976 -2.7648 4.4502 -1.815 -0.244 2.212 -0.12
O 2.5967 -2.0807 4.1003 0.088 0.025 0.213 -0.14
H 4.3227 -3.0259 3.5866 0.881 -0.968 -1.238 0.06
H 4.4484 -2.1486 5.0706 -0.047 0.174 0.068 0.08
H 3.4168 -3.6180 5.0842 1.034 0.496 -0.847 0.10
H 2.6700 -1.7952 3.1923 0.172 0.796 -0.498 0.04
C -3.1249 2.0302 3.0702 -1.076 -0.067 -1.085 -0.17
O -1.9228 2.6462 2.6731 0.142 0.270 0.009 -0.14
H -3.0825 1.6049 4.0626 -0.070 0.241 0.565 0.07
H -3.9467 2.7931 2.9532 0.871 -0.787 0.413 0.10
H -3.3874 1.1756 2.4058 0.057 0.495 0.245 0.06
H -1.1722 2.0636 2.8372 -0.013 -0.071 -0.117 0.03
C 0.0005 4.2110 -0.0327 -2.668 -0.040 -0.099 -0.15
O 0.7526 3.2680 0.6328 0.431 0.088 2.052 -0.12
H -0.3470 3.7888 -0.9685 0.012 0.157 -0.409 0.06
H -0.9567 4.4042 0.5306 1.102 -0.099 -0.238 0.09
H 0.4989 5.1385 -0.2103 0.554 0.721 -0.069 0.07
H 1.2644 2.7703 0.0165 0.711 -0.992 -1.167 0.03
C -1.9756 0.5896 0.1239 -0.183 0.612 0.621 -0.10
O -2.1365 -0.7299 -0.3928 -0.008 0.185 0.183 -0.13
H -2.8444 1.2524 -0.1486 1.026 -0.841 -0.058 0.11
H -1.8447 0.6708 1.2108 -0.543 -0.697 -0.077 0.05
H -1.0169 0.9560 -0.1843 0.320 0.777 -0.892 0.07
H -1.3091 -1.2111 -0.2587 -0.213 0.088 0.061 0.09
C 3.2605 -2.1007 -1.1634 -0.139 -1.491 -0.629 -0.15
O 2.6000 -0.9316 -0.7678 -0.448 0.204 -0.457 -0.15
H 4.2788 -1.9293 -1.5125 0.305 0.248 0.347 0.07
H 3.2586 -2.8578 -0.3520 0.126 0.345 -0.380 0.09
H 2.7894 -2.5936 -2.0608 -0.053 0.694 0.953 0.07
H 2.7447 -0.7137 0.1686 0.082 -0.026 0.215 0.04
C 1.6572 -5.1578 -1.9032 -0.041 -0.886 -0.597 -0.18
O 1.9503 -4.7240 -3.2163 0.124 0.255 -0.103 -0.14
H 2.5555 -5.6022 -1.5047 0.395 -0.114 0.180 0.08
H 1.3468 -4.3878 -1.2201 -0.266 0.690 0.183 0.05
H 0.9037 -5.9496 -1.9034 -0.105 -0.005 0.011 0.08
H 1.1431 -4.7393 -3.7583 0.005 -0.080 0.408 0.05
C 4.1291 0.3534 2.2561 -1.208 -0.795 -0.324 -0.10
O 2.8270 -0.0693 1.8559 -0.940 0.043 -0.039 -0.18
H 4.7122 -0.4921 1.9002 0.747 0.005 0.870 0.09
H 4.4400 1.1795 1.6670 0.335 1.115 -0.375 0.06
H 4.1123 0.6013 3.3226 0.570 -0.355 -0.143 0.09
H 2.1162 0.5710 2.1323 0.595 -0.323 0.084 0.07
```
Positions in Å, forces in eV/Å.

Values from the calculation:
LUMO level: 0.52 eV
Multiplicity: 1
Energy above the lowest of the compared OMol25 structures with the same formula, charge and spin: 414.2 kJ/mol
Strongest force on any atom: 2.872 eV Å⁻¹
Gap between HOMO and LUMO: 9.934 eV